Entry 1:
Entry from the Open Molecules 2025 dataset: 2 unconnected molecules or ions with the total composition C2H2Cl4O (ωB97M-V/def2-TZVPD).

```
! RIJCOSX wB97M-V def2-TZVPD def2/J DEFGRID3
* xyz 0 1
C -1.17320 -0.92643 0.00757
C 0.82590 1.16160 -0.37666
O -0.18782 -1.87983 -0.23850
Cl -1.27983 -0.29234 1.60015
Cl 2.27039 0.38849 0.10937
Cl 0.69837 1.80223 -1.93221
Cl 0.34496 2.32972 0.95259
H -1.98965 -0.85323 -0.66452
H 0.49088 -1.73022 0.54220
*
```

Calculated values
ΔE to the lowest compared entry with this formula, charge and spin   68.9 kcal per mole
Orbital gap (alpha / beta)   9.3 / 6.7 eV



Entry 2:
Entry from the Open Molecules 2025 dataset: 3 unconnected molecules or ions with the total composition C27H50N3O8 (ωB97M-V/def2-TZVPD).

```
! RIJCOSX wB97M-V def2-TZVPD def2/J DEFGRID3
* xyz 1 1
C 10.65544 -2.70703 0.27309
C 10.03077 -1.34677 0.19953
C 9.01949 -0.94847 1.06593
C 8.45732 0.31573 0.99619
C 8.89264 1.22227 0.03598
C 8.35224 2.62349 -0.07511
C 6.86932 2.69545 -0.13905
C 5.92140 1.74609 -0.32749
N 4.70231 2.40168 -0.33769
O 3.51976 1.76717 -0.53861
C 2.57971 1.92435 0.56647
C 1.63739 0.72170 0.54546
C 1.31220 0.23140 1.95103
O 0.41346 1.01384 -0.08258
C 4.87515 3.70527 -0.17643
C 3.86699 4.79769 -0.16251
N 3.42074 5.18404 1.18128
N 6.19288 3.90488 -0.03778
C 9.89825 0.82429 -0.83814
C 10.46406 -0.43952 -0.76563
H 10.88850 -2.99960 1.29252
H 10.02279 -3.47574 -0.16060
H 11.59200 -2.69462 -0.27249
H 8.66045 -1.61703 1.83396
H 7.68874 0.61268 1.69550
H 8.75755 3.08262 -0.97284
H 8.70178 3.23838 0.75458
H 6.06228 0.69405 -0.46000
H 3.14837 1.94558 1.48955
H 1.98126 2.82172 0.44605
H 2.12653 -0.10436 0.02371
H 0.46425 0.76934 2.36017
H 2.15620 0.37570 2.61898
H 1.09378 -0.82922 1.92890
H 0.54149 1.35616 -0.97172
H 3.01095 4.51249 -0.76609
H 4.29786 5.66178 -0.65691
H 3.75369 4.55903 1.90282
H 3.73983 6.10978 1.42571
H 6.62489 4.80467 0.08387
H 10.25820 1.51297 -1.58905
H 11.24695 -0.74871 -1.43766
C -3.04990 -0.48679 -0.47043
O -2.66226 -1.84110 -0.55200
C -1.25728 -2.01417 -0.55897
C -0.86136 -3.33126 0.06974
O -0.92657 -3.34061 1.48868
C -2.20946 -3.42003 2.09834
C -2.84888 -4.78852 2.03475
O -3.36212 -5.05426 0.74038
C -3.36182 -6.42765 0.41674
H -2.76119 0.05909 -1.37606
H -4.13355 -0.45662 -0.37287
H -2.60679 -0.00305 0.40765
H -0.76609 -1.19728 -0.02098
H -0.91391 -2.00224 -1.60416
H 0.19567 -3.49422 -0.15900
H -1.42040 -4.16110 -0.36478
H -2.88293 -2.65495 1.70922
H -2.02955 -3.19551 3.15224
H -3.67908 -4.82243 2.75292
H -2.10952 -5.54543 2.31996
H -2.35829 -6.85672 0.51836
H -3.67556 -6.52100 -0.62106
H -4.05906 -6.98549 1.05125
C -10.40980 3.06868 -0.02470
O -9.81214 2.19143 -0.95291
C -8.79360 2.80677 -1.72281
C -7.74341 1.80358 -2.14382
O -6.84495 1.42527 -1.10973
C -7.31304 0.53098 -0.10873
C -7.44406 -0.90415 -0.57042
O -8.59812 -1.07573 -1.37461
C -8.45316 -2.09437 -2.33922
H -10.95999 3.86940 -0.53147
H -11.10639 2.48731 0.57620
H -9.65882 3.51018 0.64087
H -8.31486 3.61305 -1.15530
H -9.25090 3.23702 -2.62423
H -7.11455 2.29019 -2.89332
H -8.20002 0.93229 -2.61482
H -8.23984 0.88868 0.34200
H -6.54267 0.55835 0.66646
H -7.53634 -1.55744 0.30790
H -6.54143 -1.18812 -1.12427
H -7.57671 -1.91569 -2.97307
H -9.34281 -2.08274 -2.96587
H -8.36234 -3.07885 -1.86694
*
```

Calculated values
Orbital gap   7.4 eV



Entry 3:
Entry from the Open Molecules 2025 dataset: a molecular structure, C15H13CdN4O4 (ωB97M-V/def2-TZVPD).

```
! RIJCOSX wB97M-V def2-TZVPD def2/J DEFGRID3
* xyz -1 1
Cd -0.57140 -0.91992 0.64965
O 0.91338 -1.52171 1.99524
C 1.41229 -0.66173 2.81390
C 1.77086 -1.10812 4.11246
C 2.31770 -0.27644 5.05260
C 2.57943 1.05646 4.74124
C 2.29095 1.52059 3.47812
C 1.69684 0.71333 2.49857
C 1.42412 1.29060 1.20800
N 0.62070 0.74891 0.36414
N 0.44609 1.28915 -0.87764
C -0.11979 0.44228 -1.71618
O -0.43890 -0.76681 -1.47487
C -0.32753 0.93931 -3.10592
C -0.55058 0.00526 -4.11494
C -0.72837 0.40697 -5.42548
C -0.68616 1.75451 -5.74305
C -0.50470 2.69357 -4.73978
C -0.31801 2.29196 -3.42912
H 1.57747 -2.15093 4.32685
H 2.54815 -0.66107 6.03733
H 3.00283 1.71723 5.48600
H 2.51306 2.55479 3.23776
H 1.93935 2.22126 0.93977
H -0.58173 -1.03726 -3.83528
H -0.90323 -0.32255 -6.20562
H -0.80965 2.07774 -6.76880
H -0.51336 3.74706 -4.98959
H -0.16920 3.01010 -2.63901
N -1.43482 -3.07945 0.47436
N -2.77484 -2.90672 0.86937
C -3.23595 -1.71042 1.50893
O -4.33716 -1.80962 2.02827
O -2.49705 -0.69619 1.43147
H -1.38192 -3.44452 -0.47634
H -0.89406 -3.67429 1.10586
H -3.27484 -3.73331 1.18175
*
```

Calculated values
Orbital gap   7.4 eV



Entry 4:
Entry from the Open Molecules 2025 dataset: a single Cl2H3N2P molecule (ωB97M-V/def2-TZVPD).

```
! RIJCOSX wB97M-V def2-TZVPD def2/J DEFGRID3
* xyz 0 1
N -1.55843 -0.55403 0.27331
P -0.11141 -0.28612 -0.07231
N 0.44036 1.23847 0.16970
Cl 1.28524 -1.47025 0.87677
Cl 0.62257 -0.62845 -1.88886
H -1.78149 -1.59604 0.29719
H 0.29952 1.78260 1.08053
H 0.80364 1.51383 -0.73632
*
```

Calculated values
ΔE to the lowest compared entry with this formula, charge and spin   6.3 kcal per mole
Orbital gap   10.7 eV
Structure (SMILES)   N=P(N)(Cl)Cl



Max |F|, respectively: 3.168, 0.919, 1.798, 2.710 eV/A.